8 unconnected molecules or ions with the total composition C53H107ClIN3O12P in a non-equilibrium geometry, computed with wB97M-V/def2-TZVPD.

Each line ends with the Mulliken charge.
Positions of all 178 atoms, in Å:
C: -4.07867 0.03487 0.30490  -1.1011
C: -2.42064 0.15551 0.50818  1.8851
C: -1.80335 1.52947 -0.10072  -2.2512
I: -3.35927 2.89105 -0.98197  0.0857
C: -0.49797 1.46464 -1.03964  0.3278
C: 0.95925 1.13817 -0.27622  -0.8110
C: 1.16323 1.92021 1.13687  -0.9490
C: 0.66656 1.20484 2.49687  -0.8617
C: 0.44951 -0.39581 2.53208  0.9543
C: 1.77184 -1.13307 3.24565  -0.8880
C: 1.93016 -2.71632 2.85004  -0.1271
C: 0.55312 -3.60738 3.03221  -0.0952
C: -0.15741 -3.92032 1.56107  -0.2483
C: -1.76865 -3.61560 1.63710  0.8307
C: -2.69279 -5.00365 1.55383  -0.5465
O: -2.72601 -5.40151 0.12926  -0.3497
C: -3.94051 -4.80138 -0.47424  -0.3193
N: 2.01891 1.58933 -1.26772  0.5513
Cl: 3.51891 0.86400 -0.66191  -0.0216
C: 1.98108 1.11874 -2.65486  -1.8081
C: 0.51913 1.09298 -3.47255  0.8742
C: 0.88814 0.16027 -4.74361  -0.5669
C: -0.14402 -0.19672 -5.89752  -0.1101
C: -1.06331 0.96395 -6.57638  0.0796
N: -0.63722 1.50354 -7.95652  -0.5279
O: -2.20146 1.48150 -6.08919  -0.4704
P: 0.24407 2.88529 -4.03033  0.9267
N: 1.07544 3.95176 -3.07567  -0.8025
O: -1.44432 3.41983 -3.88223  -0.4483
O: 0.90935 3.25812 -5.63879  -0.4857
C: -0.48151 0.46761 -2.33481  -0.1726
C: -1.87786 -0.19192 -2.82680  0.0653
C: -1.94753 -1.81373 -2.40739  0.4439
C: -1.42791 -2.83078 -3.58040  -0.0258
O: -1.24426 -4.17060 -3.00258  -0.2827
C: 0.14511 -4.63243 -3.05143  -0.5274
H: -4.40609 -1.00317 0.79563  0.1246
H: -4.66899 0.85891 0.89854  0.3303
H: -4.40341 0.00032 -0.81560  0.2790
H: -2.30542 0.19090 1.69879  0.1876
H: -1.86304 -0.83457 0.20267  -1.2203
H: -1.53014 2.20180 0.85112  0.6954
H: -0.34014 2.62158 -1.30853  0.3990
H: 1.14971 -0.00441 -0.11996  0.7383
H: 2.26175 2.33281 1.34132  0.3146
H: 0.51745 2.92331 1.03692  0.2904
H: 1.46009 1.46718 3.35028  0.4198
H: -0.34496 1.71274 2.87669  0.3172
H: 0.11173 -0.91737 1.54478  -0.8018
H: -0.43402 -0.60290 3.31071  0.4193
H: 2.76128 -0.49850 3.10462  0.3103
H: 1.56083 -1.10909 4.42072  0.2607
H: 2.70579 -3.17407 3.63456  -0.2149
H: 2.44315 -2.83966 1.80334  0.2799
H: -0.18739 -3.04117 3.74842  0.3334
H: 0.74671 -4.67799 3.51505  -0.0132
H: 0.32548 -3.17597 0.78806  -0.2062
H: 0.03727 -5.01561 1.17819  0.3872
H: -2.05039 -2.99226 0.68508  -0.8798
H: -2.04820 -2.94662 2.57371  0.3578
H: -2.28754 -5.86214 2.25017  0.1107
H: -3.79298 -4.65417 1.82746  0.3185
H: -4.85160 -5.45099 -0.06891  0.3029
H: -4.09057 -3.66361 -0.16096  0.0178
H: -3.95957 -4.92330 -1.65148  0.1837
H: 2.16041 2.62002 -1.09116  0.6250
H: 2.70297 1.79922 -3.31822  0.2564
H: 2.48280 0.03579 -2.70230  0.6840
H: 1.85045 0.65797 -5.25040  0.3706
H: 1.31030 -0.86657 -4.29958  0.2159
H: 0.48383 -0.66543 -6.80305  0.6511
H: -0.91316 -1.07154 -5.63020  -0.2199
H: -0.50897 2.53829 -7.91882  0.2696
H: 0.20315 1.00005 -8.31395  0.2917
H: 1.77956 4.46769 -3.65776  0.2681
H: -1.44408 4.21097 -3.23984  0.3432
H: 1.89843 3.11926 -5.61848  0.3786
H: 0.13962 -0.49507 -1.96713  0.0971
H: -2.86191 0.24418 -2.32796  -0.0538
H: -2.09858 -0.17526 -3.97509  0.3675
H: -1.27978 -2.06613 -1.46883  -0.6834
H: -3.09983 -2.07569 -2.23380  0.3792
H: -0.39324 -2.38040 -3.96982  -0.2838
H: -2.12221 -2.87871 -4.53274  0.2120
H: 0.11927 -5.81242 -3.23225  0.2721
H: 0.73918 -4.50306 -2.02484  0.1160
H: 0.80054 -4.19685 -3.91428  0.2487
C: 6.34099 3.47733 -0.30735  -0.4393
C: 7.49612 4.36626 -0.68973  -0.4152
C: 8.44369 3.38822 -1.34942  -0.4487
O: 7.63581 2.36535 -1.94790  -0.4414
C: 6.29216 2.50561 -1.46607  0.1684
H: 5.40102 4.01588 -0.16278  0.3198
H: 6.57608 2.94163 0.62007  0.3049
H: 7.16303 5.11371 -1.41942  0.1561
H: 7.94603 4.89138 0.15663  0.3815
H: 9.09727 2.90944 -0.61255  0.3027
H: 9.06711 3.85976 -2.11458  0.1308
H: 5.68225 2.89793 -2.28713  0.0683
H: 5.90000 1.52669 -1.17690  -0.0147
C: -8.44401 2.01133 2.71824  -0.6216
C: -8.05012 1.08261 3.83763  -0.0198
C: -7.21969 0.04638 3.11220  -0.6071
O: -6.59795 0.71242 2.00452  -0.3061
C: -7.20581 2.00218 1.84873  -0.5138
H: -8.72072 3.01346 3.05535  0.3537
H: -9.29167 1.58843 2.16601  0.3001
H: -7.42739 1.61941 4.56298  0.1826
H: -8.90083 0.65065 4.37076  -0.0258
H: -7.84757 -0.75578 2.71012  0.2990
H: -6.45224 -0.39867 3.75206  0.2799
H: -6.48233 2.75462 2.18108  0.3042
H: -7.43240 2.17805 0.79354  0.3136
C: 1.93235 -8.54794 4.11165  -0.5743
C: 0.53507 -9.09896 4.23298  -0.6656
C: -0.24402 -7.88762 4.69700  -0.5254
O: 0.40879 -6.73627 4.14441  -0.5112
C: 1.67640 -7.14332 3.61085  0.4387
H: 2.57692 -9.12710 3.44563  0.3942
H: 2.40430 -8.51193 5.10074  0.2589
H: 0.17597 -9.41921 3.24781  0.2850
H: 0.45438 -9.94640 4.91844  0.3637
H: -0.22037 -7.79374 5.78787  0.2976
H: -1.28798 -7.91064 4.37130  0.2820
H: 1.60199 -7.11934 2.51818  0.2015
H: 2.45164 -6.43832 3.92340  -0.2289
C: 9.40225 6.38466 -5.56819  -0.5664
C: 10.78931 6.69505 -5.06775  -0.5204
C: 10.50926 7.28143 -3.70123  -0.4379
O: 9.31126 6.65790 -3.21840  -0.3757
C: 8.70002 5.94460 -4.30230  -0.3058
H: 9.37824 5.62613 -6.35466  0.3264
H: 8.93503 7.29734 -5.95686  0.2623
H: 11.36299 5.76635 -4.96536  0.2592
H: 11.34947 7.37327 -5.71641  0.3359
H: 10.32413 8.35914 -3.76146  0.2698
H: 11.32578 7.10659 -2.99469  0.2696
H: 8.84397 4.87393 -4.12072  0.2235
H: 7.62696 6.15390 -4.32293  0.2747
C: -2.55935 7.50853 -6.74128  -0.5887
C: -2.16547 6.57981 -5.62188  -0.5172
C: -1.33503 5.54358 -6.34731  0.3184
O: -0.71330 6.20962 -7.45499  -0.4214
C: -1.32115 7.49938 -7.61078  -0.5384
H: -2.83607 8.51066 -6.40416  0.3622
H: -3.40702 7.08563 -7.29350  0.2605
H: -1.54274 7.11661 -4.89653  0.3370
H: -3.01618 6.14785 -5.08875  0.3287
H: -1.96292 4.74142 -6.74939  0.1452
H: -0.56759 5.09853 -5.70745  -0.3069
H: -0.59767 8.25181 -7.27843  0.2863
H: -1.54774 7.67525 -8.66597  0.2957
C: 6.22871 -4.84451 5.84022  -0.6195
C: 5.99232 -6.32852 5.95233  -0.6378
C: 4.58415 -6.46645 5.41599  -0.1639
O: 4.40344 -5.42345 4.44821  -0.4250
C: 5.49803 -4.50334 4.55999  -0.4375
H: 7.28590 -4.56857 5.81414  0.3542
H: 5.75994 -4.32901 6.68689  0.2726
H: 6.69368 -6.86577 5.30307  0.2755
H: 6.10171 -6.71585 6.96847  0.3647
H: 3.84131 -6.32041 6.20733  0.2732
H: 4.40763 -7.43865 4.94681  0.1203
H: 6.14303 -4.64396 3.68578  0.2695
H: 5.11963 -3.47745 4.55310  0.2482
C: -10.80442 -0.02616 8.40078  -0.5275
C: -11.70651 0.05961 7.19678  -0.6151
C: -10.99207 1.07995 6.33764  -0.2793
O: -9.59144 0.95364 6.61945  -0.3478
C: -9.43291 0.12630 7.78032  -0.4611
H: -10.91505 -0.95399 8.96767  0.3217
H: -11.00502 0.81460 9.07548  0.2527
H: -11.73245 -0.90871 6.68319  0.2770
H: -12.73337 0.34738 7.43609  0.3397
H: -11.29454 2.09995 6.59740  0.2562
H: -11.16805 0.92521 5.26921  0.2667
H: -9.03749 -0.84039 7.44991  0.2723
H: -8.71156 0.58342 8.46324  0.2704

- Total charge: +1
- LUMO: -3.8 eV
- Gap between HOMO and LUMO: 6.9 eV

---

A single C3H2N4O molecule in a non-equilibrium geometry, computed with wB97M-V/def2-TZVPD.

Each line ends with the natural charge from an NBO analysis.
Positions of all 10 atoms, in Å:
C: -1.12457 0.07498 0.00218  0.5620
C: -0.32838 1.22433 -0.56004  -0.0245
C: 1.32980 -0.72096 0.46330  0.1421
H: -0.80214 1.84876 -1.31994  0.2224
H: 1.85689 -1.42593 1.08163  0.2090
N: 0.91061 1.36343 -0.29811  -0.1751
N: 1.40556 0.54848 0.66020  -0.2245
N: 0.56787 -1.41833 -0.53371  -0.1165
N: -0.63235 -1.08025 -0.65269  -0.1342
O: -2.00971 0.02673 0.82198  -0.4607

- Total charge: 0
- Energy relative to the best compared isomer or geometry (same formula, charge and spin): 51.4 kcal per mole
- LUMO: -1.3 eV
- Gap between HOMO and LUMO: 8.7 eV

---

A single C14H19ClN2O5S molecule, computed with wB97M-V/def2-TZVPD.

Each line ends with the natural charge from an NBO analysis.
Positions of all 42 atoms, in Å:
C: -4.04582 -2.81946 -0.12998  -0.6318
C: -2.77225 -2.04486 -0.00327  -0.0324
C: -1.54489 -2.67844 0.05074  -0.2152
C: -0.37101 -1.94309 0.17164  -0.0260
C: -0.43350 -0.56644 0.23943  -0.3490
C: -1.65096 0.08853 0.18467  -0.2775
C: -2.82655 -0.63886 0.06304  0.3688
O: -4.06973 -0.09270 -0.00034  -0.5268
C: -4.19764 1.31330 0.04937  -0.1684
C: -5.67233 1.72144 -0.04711  0.6525
O: -6.00106 2.88269 -0.08232  -0.6044
N: -6.53422 0.69105 -0.08260  -0.8156
H: -6.19791 -0.25525 -0.05481  0.4108
H: -7.52045 0.87861 -0.14518  0.4075
H: -3.80049 1.71568 0.98997  0.2099
H: -3.66234 1.79198 -0.77990  0.2092
H: -1.62840 1.16380 0.24519  0.2574
S: 1.05331 0.41864 0.41631  2.3194
O: 0.64789 1.79645 0.37689  -0.9460
O: 1.80330 -0.04260 1.54365  -0.9298
N: 1.86654 0.03918 -0.99224  -0.8670
H: 1.67011 0.72171 -1.70770  0.4047
C: 3.25670 -0.35031 -0.91799  -0.2592
H: 3.46193 -1.08902 -1.69968  0.2097
H: 3.39068 -0.82316 0.05514  0.2309
C: 4.24903 0.82147 -1.06109  0.0880
H: 4.14850 1.25314 -2.06430  0.1813
C: 4.09755 1.86304 0.04919  -0.4390
H: 4.53956 2.80630 -0.27491  0.2127
H: 3.06135 2.03314 0.33043  0.2284
C: 4.92016 1.23772 1.17657  -0.4463
H: 4.28165 0.60161 1.78870  0.2245
C: 5.97087 0.40692 0.42120  -0.0748
H: 6.96216 0.87034 0.44735  0.1800
O: 5.57529 0.34933 -0.94501  -0.5260
H: 6.05278 -0.60954 0.82283  0.1732
H: 5.38035 1.98666 1.81690  0.2192
Cl: 1.14702 -2.72724 0.23232  0.0449
H: -1.48990 -3.75428 -0.00043  0.2306
H: -4.68326 -2.63108 0.73259  0.2249
H: -4.58816 -2.50213 -1.01917  0.2255
H: -3.84588 -3.88426 -0.19608  0.2214

- Total charge: 0
- Energy relative to the best compared isomer or geometry (same formula, charge and spin): 0.0 kcal per mole
- LUMO: 0.4 eV
- Gap between HOMO and LUMO: 9.5 eV

---

The highest gap between HOMO and LUMO belongs to which entry?
C14H19ClN2O5S

---

Among the records above, which one has the highest gap between HOMO and LUMO?
C14H19ClN2O5S

---

The highest total charge belongs to which entry?
C53H107ClIN3O12P

---

Which of these has the highest total charge?
C53H107ClIN3O12P